# 1
{
  "formula": "C8H13N3",
  "method": "the ωB97M-V functional and the def2-TZVPD basis",
  "e_homo_ev": -18.29,
  "relative_energy_kcal_mol": 47.1,
  "fmax_ha_per_bohr": 0.10700,
  "charge": 2,
  "lumo_ev": -10.5,
  "orbital_gap_ev": 7.772,
  "symbols": ["C", "C", "C", "C", "C", "C", "C", "C", "N", "N", "N", "H", "H", "H", "H", "H", "H", "H", "H", "H", "H", "H", "H", "H"],
  "xyz": [[2.700, 0.568, -0.557], [2.559, 0.944, 0.768], [1.846, -0.348, -1.151], [1.680, 0.233, 1.622], [0.645, -0.763, -0.388], [0.719, -0.610, 1.133], [-0.565, 0.069, -0.702], [-2.722, 0.313, -0.013], [-0.458, 1.340, -0.934], [-1.596, -0.551, -0.200], [-1.763, -1.754, 0.410], [3.451, 1.180, -1.074], [2.977, 1.754, 1.292], [1.957, -0.673, -2.134], [1.768, 0.410, 2.671], [0.399, -1.785, -0.737], [-3.672, 0.066, -0.647], [-2.428, 1.302, -0.228], [-3.069, 0.364, 1.065], [0.263, 1.784, -0.461], [-0.597, 1.679, -1.822], [0.102, -1.145, 1.782], [-1.437, -2.541, -0.061], [-2.760, -1.838, 0.367]]
}

# 2
{
  "formula": "C8H13N3O",
  "method": "the ωB97M-V functional and the def2-TZVPD basis",
  "smiles": "c1cnn(N[C@H]2CCCCO2)c1",
  "e_homo_ev": -8.83,
  "relative_energy_kcal_mol": 80.2,
  "fmax_ha_per_bohr": 0.07511,
  "lumo_ev": 1.0,
  "orbital_gap_ev": 9.839,
  "symbols": ["C", "C", "N", "N", "N", "C", "C", "C", "C", "C", "O", "C", "H", "H", "H", "H", "H", "H", "H", "H", "H", "H", "H", "H", "H"],
  "xyz": [[0.682, 3.290, 2.113], [1.717, 2.383, 2.472], [1.941, 1.583, 1.459], [1.004, 1.796, 0.550], [0.983, 1.032, -0.602], [-0.062, -0.050, -0.497], [-0.024, -0.682, -1.920], [-1.047, -1.814, -1.864], [-0.975, -2.672, -0.660], [-0.832, -1.891, 0.709], [0.218, -0.967, 0.547], [0.283, 2.877, 0.820], [0.206, 4.097, 2.736], [2.307, 2.241, 3.373], [1.903, 0.597, -0.797], [-1.143, 0.284, -0.381], [0.907, -1.027, -2.204], [-0.277, 0.003, -2.796], [-1.064, -2.417, -2.770], [-2.038, -1.348, -1.978], [-1.833, -3.505, -0.710], [-0.063, -3.222, -0.637], [-1.783, -1.404, 1.239], [-0.452, -2.583, 1.356], [-0.559, 3.401, 0.441]]
}

# 3
{
  "formula": "C8H13N3O2S",
  "method": "the ωB97M-V functional and the def2-TZVPD basis",
  "e_homo_ev": -6.93,
  "relative_energy_kcal_mol": 134.5,
  "fmax_ha_per_bohr": 0.08496,
  "lumo_ev": 0.3,
  "orbital_gap_ev": 7.222,
  "symbols": ["C", "C", "C", "C", "C", "C", "C", "C", "N", "N", "N", "O", "O", "S", "H", "H", "H", "H", "H", "H", "H", "H", "H", "H", "H", "H", "H"],
  "xyz": [[-0.139, -1.322, 0.390], [1.286, -1.086, 0.356], [-2.166, 0.044, 0.383], [-4.887, 0.052, -0.603], [2.121, -2.287, 0.491], [2.489, 2.246, -0.091], [3.964, 0.258, -0.196], [-4.638, 1.150, 0.365], [1.640, 0.168, 0.370], [-1.073, -0.468, 0.466], [2.787, 0.893, 0.305], [-5.334, -1.040, -0.367], [-4.590, 0.489, -1.892], [-3.214, 0.676, 1.516], [-0.474, -2.375, 0.034], [1.529, -3.223, 0.532], [2.851, -2.511, -0.223], [2.588, -2.343, 1.478], [1.408, 2.112, -0.400], [2.671, 2.782, 0.853], [3.229, 2.421, -0.921], [4.627, 1.111, -0.356], [4.126, -0.659, 0.439], [3.720, -0.130, -1.301], [-5.374, 1.160, 1.166], [-4.285, 1.989, -0.271], [-4.862, -0.106, -2.523]]
}

# 4
{
  "formula": "C8H13N3O3",
  "method": "the ωB97M-V functional and the def2-TZVPD basis",
  "e_homo_ev": -8.44,
  "relative_energy_kcal_mol": 27.7,
  "fmax_ha_per_bohr": 0.02298,
  "lumo_ev": 0.1,
  "orbital_gap_ev": 8.581,
  "symbols": ["C", "H", "H", "C", "C", "H", "H", "C", "N", "C", "C", "N", "C", "O", "O", "C", "H", "H", "H", "O", "N", "H", "H", "H", "H", "H", "H"],
  "xyz": [[-4.412, -2.018, 0.831], [-3.976, -2.797, 0.210], [-5.433, -1.846, 0.501], [-3.594, -0.736, 0.737], [-3.540, -0.218, -0.699], [-3.085, -0.972, -1.344], [-4.555, -0.039, -1.059], [-2.761, 1.094, -0.817], [-1.382, 0.912, -0.446], [-0.452, 0.235, -1.117], [0.718, 0.323, -0.322], [1.856, -0.232, -0.509], [2.984, 0.123, 0.194], [3.189, 1.190, 0.711], [3.941, -0.823, 0.190], [3.672, -2.061, -0.434], [2.854, -2.585, 0.067], [4.590, -2.640, -0.350], [3.409, -1.919, -1.484], [0.337, 1.068, 0.773], [-0.956, 1.409, 0.666], [-0.602, -0.242, -2.059], [-3.172, 1.844, -0.137], [-2.799, 1.468, -1.843], [-4.036, 0.028, 1.380], [-2.583, -0.928, 1.100], [-4.439, -2.374, 1.857]]
}

# 5
{
  "formula": "C8H13N3O3S",
  "method": "the ωB97M-V functional and the def2-TZVPD basis",
  "smiles": "CN(C)C(=O)[C@@]1(S(N)(=O)=O)C=CCC=N1",
  "e_homo_ev": -9.17,
  "relative_energy_kcal_mol": 51.6,
  "fmax_ha_per_bohr": 0.09719,
  "lumo_ev": 0.1,
  "orbital_gap_ev": 9.289,
  "symbols": ["C", "N", "C", "C", "O", "C", "S", "N", "O", "O", "C", "C", "C", "C", "N", "H", "H", "H", "H", "H", "H", "H", "H", "H", "H", "H", "H", "H"],
  "xyz": [[-3.692, 0.010, -0.423], [-2.323, -0.077, 0.016], [-2.140, 0.252, 1.494], [-1.291, -0.022, -0.877], [-1.547, -0.065, -2.052], [0.216, 0.063, -0.457], [0.739, -1.613, 0.416], [2.277, -1.462, 1.180], [-0.114, -1.945, 1.518], [0.889, -2.583, -0.624], [1.092, 0.013, -1.658], [2.247, 0.682, -1.633], [2.783, 1.185, -0.294], [1.568, 1.702, 0.571], [0.438, 1.152, 0.410], [-4.154, 0.943, -0.075], [-3.822, 0.063, -1.592], [-4.295, -0.835, -0.018], [-1.003, 0.243, 1.783], [-2.494, 1.264, 1.676], [-2.724, -0.673, 1.912], [2.254, -1.668, 2.140], [2.989, -1.988, 0.517], [0.836, -0.390, -2.591], [3.002, 0.803, -2.372], [3.236, 0.284, 0.228], [3.339, 2.155, -0.414], [1.693, 2.509, 1.220]]
}

# 6
{
  "formula": "C8H13N4",
  "method": "the ωB97M-V functional and the def2-TZVPD basis",
  "smiles": "CC[N+](=C/N=C1/C=NC=N1)CC",
  "e_homo_ev": [-14.67, -14.67],
  "relative_energy_kcal_mol": 86.1,
  "fmax_ha_per_bohr": 0.10771,
  "charge": 1,
  "lumo_ev": [-6.1, -6.1],
  "orbital_gap_ev": [8.566, 8.565],
  "symbols": ["C", "C", "N", "C", "N", "C", "C", "N", "C", "N", "C", "C", "H", "H", "H", "H", "H", "H", "H", "H", "H", "H", "H", "H", "H"],
  "xyz": [[-0.790, -2.042, -0.023], [-1.005, -0.610, 0.577], [-0.790, 0.577, -0.404], [0.084, 0.583, -1.358], [0.841, -0.440, -1.625], [1.726, -0.816, -0.740], [2.919, -1.774, -0.693], [3.521, -1.642, 0.431], [2.842, -0.606, 1.101], [1.851, -0.074, 0.444], [-1.796, 1.623, -0.438], [-1.634, 2.555, 0.822], [-0.147, -2.473, 0.749], [-1.766, -2.467, -0.140], [-0.446, -2.011, -1.013], [-0.367, -0.371, 1.469], [-2.003, -0.569, 0.909], [-0.038, 1.350, -2.120], [3.141, -2.310, -1.569], [3.279, -0.334, 2.072], [-1.735, 2.299, -1.343], [-2.822, 1.268, -0.538], [-0.596, 2.720, 0.990], [-2.238, 3.589, 0.744], [-2.031, 1.974, 1.696]]
}

# 7
{
  "formula": "C8H13N4",
  "method": "the ωB97M-V functional and the def2-TZVPD basis",
  "smiles": "CC(C)C#[N+]/N=N/C(C)(C)C#N",
  "e_homo_ev": -14.05,
  "relative_energy_kcal_mol": 146.3,
  "fmax_ha_per_bohr": 0.13617,
  "charge": 1,
  "lumo_ev": -5.2,
  "orbital_gap_ev": 8.807,
  "symbols": ["C", "C", "C", "C", "N", "N", "N", "C", "C", "C", "C", "N", "H", "H", "H", "H", "H", "H", "H", "H", "H", "H", "H", "H", "H"],
  "xyz": [[-2.709, 1.502, -1.827], [-2.706, 0.496, -0.641], [-3.190, -0.970, -0.909], [-1.431, 0.286, -0.216], [-0.357, 0.140, 0.274], [0.845, -0.375, 0.209], [1.694, -0.295, 1.047], [3.003, -0.944, 0.858], [4.022, 0.009, 1.575], [3.342, -1.194, -0.592], [2.896, -2.142, 1.644], [2.917, -3.166, 2.188], [-2.186, 0.998, -2.688], [-3.671, 1.554, -2.349], [-2.458, 2.435, -1.446], [-3.346, 1.022, 0.085], [-3.094, -1.544, 0.035], [-4.244, -0.953, -1.145], [-2.642, -1.519, -1.758], [4.679, 0.543, 0.765], [3.559, 0.577, 2.283], [4.735, -0.565, 2.088], [3.499, -0.223, -1.075], [2.588, -1.856, -1.003], [4.289, -1.778, -0.557]]
}

# 8
{
  "formula": "C8H13N4O",
  "method": "the ωB97M-V functional and the def2-TZVPD basis",
  "e_homo_ev": -12.84,
  "relative_energy_kcal_mol": 90.8,
  "fmax_ha_per_bohr": 0.09930,
  "charge": 1,
  "lumo_ev": -4.4,
  "orbital_gap_ev": 8.483,
  "symbols": ["C", "C", "C", "C", "C", "C", "C", "C", "N", "N", "N", "N", "O", "H", "H", "H", "H", "H", "H", "H", "H", "H", "H", "H", "H", "H"],
  "xyz": [[2.418, 1.683, 0.271], [1.151, 1.344, 0.384], [3.790, -0.264, -0.237], [1.381, -1.038, 0.424], [-0.766, 0.183, 0.558], [-1.926, 0.418, -1.466], [-3.163, -0.764, 0.119], [-1.621, -0.607, -0.347], [-1.252, 0.979, 1.366], [3.569, 0.915, 0.108], [0.657, 0.042, 0.374], [0.986, -2.262, 0.518], [4.463, -1.126, -0.549], [2.658, 2.739, 0.330], [0.361, 2.068, 0.514], [-2.759, 0.061, -2.199], [-1.026, 0.710, -2.165], [-2.447, 1.331, -0.992], [-3.725, -1.386, -0.583], [-3.718, 0.136, 0.274], [-3.093, -1.290, 1.026], [-1.227, -1.517, -0.667], [-0.589, 1.599, 1.791], [4.400, 1.553, 0.300], [1.471, -3.058, 0.093], [0.007, -2.448, 0.756]]
}

# 9
{
  "formula": "C8H13N4O3",
  "method": "the ωB97M-V functional and the def2-TZVPD basis",
  "e_homo_ev": [-12.97, -12.97],
  "relative_energy_kcal_mol": 157.6,
  "fmax_ha_per_bohr": 0.10722,
  "charge": 1,
  "lumo_ev": [-4.7, -4.7],
  "orbital_gap_ev": [8.236, 8.234],
  "symbols": ["C", "C", "C", "C", "C", "C", "C", "C", "N", "N", "N", "N", "O", "O", "O", "H", "H", "H", "H", "H", "H", "H", "H", "H", "H", "H", "H", "H"],
  "xyz": [[2.420, -1.447, -2.094], [1.994, -1.065, -0.812], [0.526, -0.517, -2.247], [-0.665, -2.053, 1.457], [-1.880, -1.315, 0.941], [-0.437, 2.607, 1.828], [-0.433, 1.584, 0.711], [0.150, 0.304, 1.229], [1.524, -1.156, -2.983], [0.838, -0.440, -0.905], [-0.476, -0.042, -2.896], [-0.686, -0.680, 1.388], [-0.588, -0.008, -4.072], [-1.447, 0.599, -2.063], [1.371, 0.231, 1.782], [3.259, -1.866, -2.543], [2.485, -1.181, 0.191], [-0.836, -2.637, 2.468], [-0.047, -2.609, 0.857], [-2.207, -1.417, -0.128], [-2.702, -1.183, 1.570], [0.509, 2.944, 2.140], [-0.857, 3.498, 1.507], [-0.778, 2.140, 2.829], [0.204, 1.979, -0.063], [-1.383, 1.411, 0.507], [-1.710, 1.317, -2.651], [1.851, 1.001, 2.052]]
}

# 10
{
  "formula": "C8H13NPSm",
  "method": "the ωB97M-V functional and the def2-TZVPD basis",
  "e_homo_ev": [-5.49, -5.41],
  "fmax_ha_per_bohr": 0.06087,
  "multiplicity": 6,
  "lumo_ev": [-0.1, -0.1],
  "orbital_gap_ev": [5.386, 5.305],
  "symbols": ["C", "C", "C", "C", "C", "Sm", "P", "H", "H", "H", "H", "H", "H", "H", "H", "C", "C", "C", "N", "H", "H", "H", "H", "H"],
  "xyz": [[0.242, -0.708, -2.949], [-0.545, 0.070, -3.771], [-0.613, 1.493, -3.587], [0.342, 2.092, -2.693], [1.080, 1.344, -1.810], [-0.919, 0.468, -1.399], [0.070, -2.189, -0.413], [0.416, -1.774, -3.140], [-1.194, -0.361, -4.548], [-1.307, 2.109, -4.163], [1.819, 1.831, -1.165], [0.415, 3.192, -2.734], [1.341, -2.216, 0.241], [0.219, -3.407, -1.142], [-0.669, -2.727, 0.680], [-0.491, -0.313, 4.487], [0.441, 0.401, 3.485], [-0.058, 0.412, 2.131], [-0.417, 0.439, 1.023], [-1.523, 0.053, 4.396], [-0.149, -0.162, 5.519], [-0.521, -1.391, 4.285], [0.596, 1.444, 3.799], [1.423, -0.099, 3.469]]
}

# 11
{
  "formula": "C8H13NSn",
  "method": "the ωB97M-V functional and the def2-TZVPD basis",
  "e_homo_ev": 3.37,
  "relative_energy_kcal_mol": 0.0,
  "fmax_ha_per_bohr": 0.04925,
  "charge": -2,
  "lumo_ev": 6.1,
  "orbital_gap_ev": 2.686,
  "symbols": ["C", "C", "C", "C", "C", "Sn", "N", "C", "C", "H", "H", "H", "H", "H", "H", "H", "H", "H", "H", "C", "H", "H", "H"],
  "xyz": [[-1.007, 1.107, -1.913], [0.360, 1.038, -2.271], [1.133, 1.693, -1.280], [0.234, 2.199, -0.272], [-1.116, 1.785, -0.648], [-0.050, 0.063, 0.653], [-1.393, -1.607, 0.844], [-0.605, -2.658, 0.262], [0.702, -1.869, -0.104], [2.203, 1.893, -1.319], [0.750, 0.616, -3.199], [0.472, 2.908, 0.516], [-2.027, 2.140, -0.174], [-1.849, 0.778, -2.524], [0.859, -1.751, -1.182], [-1.042, -3.136, -0.639], [-2.385, -1.624, 0.636], [1.603, -2.176, 0.421], [-0.382, -3.463, 0.980], [0.788, 0.477, 2.574], [1.861, 0.666, 2.458], [0.609, -0.423, 3.170], [0.283, 1.345, 3.011]]
}

# 12
{
  "formula": "C8H13O3P",
  "method": "the ωB97M-V functional and the def2-TZVPD basis",
  "smiles": "C/C=C/P(=O)(/C=C/C)OC(C)=O",
  "e_homo_ev": -9.58,
  "relative_energy_kcal_mol": 34.2,
  "fmax_ha_per_bohr": 0.06677,
  "lumo_ev": 0.9,
  "orbital_gap_ev": 10.511,
  "symbols": ["C", "C", "C", "P", "O", "C", "C", "C", "O", "C", "C", "O", "H", "H", "H", "H", "H", "H", "H", "H", "H", "H", "H", "H", "H"],
  "xyz": [[2.235, -3.026, 0.028], [1.408, -1.904, -0.470], [0.709, -1.028, 0.207], [0.081, 0.297, -0.717], [0.266, 0.234, -2.172], [-1.541, 0.486, 0.045], [-2.633, 0.134, -0.646], [-4.070, 0.215, -0.103], [0.768, 1.726, -0.212], [2.064, 1.775, 0.138], [2.743, 3.066, -0.166], [2.679, 0.853, 0.693], [2.970, -2.498, 0.727], [2.593, -3.493, -0.836], [1.569, -3.685, 0.628], [1.335, -1.773, -1.547], [0.973, -0.955, 1.193], [-1.761, 1.169, 0.938], [-2.646, -0.467, -1.537], [-4.747, 0.863, -0.590], [-3.894, 0.315, 0.998], [-4.492, -0.782, -0.239], [3.802, 2.896, -0.339], [2.522, 3.676, 0.695], [2.275, 3.504, -0.977]]
}